Entry 1:
A 11-piece molecular cluster, C21H64N2O21 overall at a distorted geometry, computed with ωB97M-V/def2-TZVPD.

Summary:
SMILES   NC(N)=O.OCCO.OCCO.OCCO.OCCO.OCCO.OCCO.OCCO.OCCO.OCCO.OCCO
HOMO-LUMO gap   9.993 eV

Each line ends with the Mulliken charge.
Element x y z (Å)
1 C -16.329 -3.071 11.791  -0.507
2 C -16.241 -1.666 12.301  -0.657
3 O -14.994 -1.422 12.916  -0.405
4 O -16.155 -3.964 12.935  0.128
5 H -15.533 -3.278 11.029  0.364
6 H -17.265 -3.152 11.327  0.400
7 H -17.022 -1.468 12.982  0.314
8 H -16.262 -0.962 11.412  0.314
9 H -14.944 -1.921 13.731  0.157
10 H -16.012 -4.863 12.583  -0.090
11 C -10.550 -10.522 17.481  -0.393
12 C -10.316 -9.753 16.181  -0.492
13 O -11.273 -8.785 15.903  0.064
14 O -9.899 -11.776 17.357  -0.570
15 H -11.652 -10.690 17.553  -0.015
16 H -10.241 -9.995 18.417  0.334
17 H -10.266 -10.461 15.377  0.383
18 H -9.357 -9.253 16.264  0.530
19 H -10.779 -8.007 15.567  0.186
20 H -10.106 -12.366 18.103  0.341
21 C -12.841 -1.850 16.148  -0.299
22 C -13.122 -0.400 15.989  -0.593
23 O -12.668 0.175 14.815  -0.568
24 O -13.524 -2.549 15.119  -0.307
25 H -13.205 -2.275 17.042  0.247
26 H -11.757 -2.138 16.121  0.273
27 H -12.526 0.112 16.750  0.428
28 H -14.137 -0.134 16.243  0.270
29 H -13.082 -0.326 14.131  0.356
30 H -12.986 -2.967 14.465  0.063
31 C -10.449 -5.250 15.774  0.300
32 C -10.723 -5.430 17.308  -0.052
33 O -10.666 -4.173 17.933  -0.567
34 O -10.507 -6.433 14.958  -0.725
35 H -9.436 -4.816 15.749  0.368
36 H -11.104 -4.444 15.328  -0.288
37 H -10.106 -6.179 17.777  0.214
38 H -11.682 -5.878 17.371  0.045
39 H -11.454 -4.050 18.471  0.377
40 H -11.304 -6.262 14.441  0.174
41 C -12.770 -12.371 13.898  -0.715
42 C -13.036 -11.618 15.197  0.192
43 O -13.517 -10.286 14.917  -0.417
44 O -14.019 -12.582 13.099  -0.511
45 H -12.307 -13.369 14.111  0.455
46 H -11.981 -11.849 13.272  0.216
47 H -12.076 -11.542 15.712  -0.173
48 H -13.770 -12.150 15.857  0.361
49 H -12.700 -9.761 14.768  -0.030
50 H -14.421 -13.379 13.464  0.292
51 C -19.121 -7.086 12.032  -0.063
52 C -20.624 -7.377 12.155  -0.577
53 O -20.823 -8.649 12.783  -0.567
54 O -18.644 -6.986 13.325  -0.476
55 H -19.077 -6.151 11.442  0.196
56 H -18.607 -7.906 11.544  0.254
57 H -21.193 -7.465 11.208  0.342
58 H -21.101 -6.561 12.743  0.255
59 H -20.262 -8.692 13.603  0.336
60 H -17.685 -6.942 13.318  0.328
61 C -13.948 -9.608 11.182  -0.567
62 C -12.955 -8.434 11.427  -0.301
63 O -12.441 -8.461 12.763  -0.419
64 O -15.082 -9.532 12.142  -0.572
65 H -13.464 -10.529 11.301  0.275
66 H -14.383 -9.474 10.200  0.404
67 H -13.494 -7.537 11.284  0.183
68 H -12.083 -8.496 10.742  0.425
69 H -12.729 -7.770 13.302  0.148
70 H -14.758 -9.939 12.978  0.260
71 C -13.983 -7.914 19.868  -0.554
72 C -13.671 -8.650 18.542  -0.280
73 O -12.903 -7.727 17.704  -0.319
74 O -13.051 -8.154 20.881  -0.564
75 H -14.838 -8.480 20.179  0.394
76 H -14.234 -6.850 19.678  0.230
77 H -14.634 -8.772 18.072  0.234
78 H -13.202 -9.651 18.759  0.194
79 H -12.184 -8.139 17.199  0.170
80 H -12.200 -8.016 20.436  0.339
81 C -15.088 -7.340 14.632  0.725
82 C -14.309 -6.047 14.877  0.067
83 O -13.162 -6.129 14.005  0.838
84 O -15.648 -7.096 13.305  -0.466
85 H -15.975 -7.526 15.323  0.300
86 H -14.428 -8.235 14.635  -0.779
87 H -13.994 -5.963 15.903  0.149
88 H -15.007 -5.281 14.558  -0.214
89 H -13.259 -5.418 13.339  0.033
90 H -15.538 -7.873 12.710  0.216
91 C -18.158 -2.659 15.705  0.003
92 C -18.025 -3.715 16.716  -0.297
93 O -19.224 -4.475 16.961  -0.547
94 O -18.388 -3.282 14.484  -0.470
95 H -17.257 -2.048 15.601  0.067
96 H -19.049 -2.014 15.896  0.283
97 H -17.776 -3.277 17.701  0.362
98 H -17.211 -4.360 16.337  0.095
99 H -19.474 -5.004 16.222  0.314
100 H -17.772 -4.008 14.323  0.160
101 C -11.606 -3.256 11.873  0.477
102 O -12.312 -4.016 12.523  -0.729
103 N -12.205 -2.153 11.348  -0.440
104 N -10.288 -3.351 11.541  -0.501
105 H -13.154 -1.866 11.635  0.152
106 H -11.588 -1.343 11.222  0.229
107 H -9.921 -4.239 11.736  0.282
108 H -10.075 -3.006 10.635  0.212

Cartesian forces (eV/Å) of the 3 atoms listed first:
C 1.935 -0.482 0.752
C 1.505 0.653 -1.751
O 0.511 0.500 -0.268

=====

Entry 2:
A 15-piece molecular cluster, C21H66F6N19O23S2 overall at a distorted geometry, computed with ωB97M-V/def2-TZVPD.

Summary:
HOMO-LUMO gap   7.975 eV
Net charge   -1

Each line ends with the Mulliken charge.
Element x y z (Å)
1 C -0.853 -0.312 1.608  0.644
2 F -2.099 0.149 1.659  -0.232
3 F -0.012 0.630 1.974  -0.248
4 F -0.711 -1.342 2.458  -0.208
5 S -0.418 -0.888 -0.178  0.712
6 O 0.860 -1.586 -0.049  -0.569
7 O -1.442 -1.865 -0.527  -0.618
8 N -0.418 0.592 -0.987  -0.113
9 S 1.081 0.826 -1.099  0.947
10 O 1.845 1.046 0.123  -0.602
11 O 1.755 -0.031 -2.077  -0.615
12 C 1.256 2.531 -1.960  0.473
13 F 0.739 2.463 -3.179  -0.193
14 F 0.559 3.382 -1.236  -0.241
15 F 2.523 2.963 -1.976  -0.207
16 C 3.814 -4.737 -3.549  0.739
17 O 2.879 -4.843 -4.311  -0.676
18 N 3.853 -4.133 -2.405  -0.281
19 N 4.829 -5.497 -3.554  -0.394
20 H 4.611 -4.063 -1.741  0.149
21 H 3.020 -3.750 -1.983  0.130
22 H 5.587 -5.360 -2.901  0.145
23 H 4.859 -6.311 -4.152  0.200
24 C -6.288 -2.946 3.394  0.602
25 O -6.768 -3.188 2.327  -0.658
26 N -5.987 -3.722 4.349  -0.328
27 N -6.012 -1.736 3.717  -0.322
28 H -5.611 -3.351 5.209  0.140
29 H -5.999 -4.706 4.118  0.206
30 H -5.686 -1.053 3.048  0.234
31 H -5.734 -1.734 4.688  0.133
32 C -6.705 0.292 -1.186  0.653
33 O -6.392 1.098 -2.094  -0.676
34 N -6.178 -0.857 -0.984  -0.334
35 N -7.594 0.537 -0.289  -0.405
36 H -6.518 -1.389 -0.196  0.167
37 H -5.236 -1.028 -1.307  0.231
38 H -7.983 -0.209 0.271  0.156
39 H -8.059 1.434 -0.285  0.216
40 C 3.129 -5.310 3.296  0.657
41 O 3.553 -4.499 4.152  -0.682
42 N 2.779 -6.542 3.615  -0.338
43 N 3.243 -5.103 1.978  -0.353
44 H 2.784 -6.934 4.546  0.208
45 H 2.712 -7.116 2.787  0.135
46 H 3.491 -5.971 1.525  0.172
47 H 3.784 -4.300 1.691  0.219
48 C 0.936 1.378 7.483  0.636
49 O 1.755 0.545 7.611  -0.611
50 N 0.995 2.512 8.068  -0.385
51 N -0.161 1.260 6.707  -0.406
52 H 0.271 3.199 7.911  0.158
53 H 1.879 2.759 8.489  0.221
54 H -0.915 1.926 6.621  0.180
55 H -0.168 0.650 5.902  0.209
56 C 5.514 7.417 -2.240  0.722
57 O 5.378 7.712 -3.373  -0.630
58 N 6.677 7.185 -1.738  -0.409
59 N 4.576 7.114 -1.375  -0.389
60 H 7.481 7.107 -2.344  0.213
61 H 6.742 6.894 -0.773  0.148
62 H 4.883 6.915 -0.433  0.157
63 H 3.630 7.105 -1.727  0.195
64 C -2.909 -0.437 -5.307  0.746
65 O -3.390 0.681 -5.012  -0.675
66 N -3.067 -1.004 -6.482  -0.409
67 N -2.340 -1.230 -4.478  -0.249
68 H -3.367 -0.409 -7.242  0.247
69 H -2.706 -1.946 -6.434  0.138
70 H -2.166 -1.009 -3.508  0.107
71 H -1.989 -2.128 -4.781  0.109
72 C 0.567 5.754 4.452  0.624
73 O 1.295 5.956 3.480  -0.667
74 N 0.489 6.562 5.489  -0.413
75 N -0.300 4.805 4.555  -0.408
76 H 0.067 6.353 6.382  0.184
77 H 0.944 7.453 5.349  0.214
78 H -0.381 4.267 3.704  0.222
79 H -1.141 5.200 4.951  0.247
80 C -2.152 6.158 -5.748  0.620
81 O -3.067 5.326 -5.480  -0.664
82 N -1.840 6.565 -6.940  -0.402
83 N -1.296 6.532 -4.843  -0.360
84 H -2.602 6.425 -7.587  0.254
85 H -1.119 7.260 -7.071  0.178
86 H -0.426 6.962 -5.125  0.152
87 H -1.424 6.285 -3.872  0.230
88 C -3.357 3.989 -0.222  -0.262
89 C -2.616 5.281 0.266  -0.075
90 O -2.624 6.270 -0.677  -0.534
91 O -3.013 3.611 -1.622  -0.382
92 H -4.419 4.011 0.027  0.299
93 H -3.002 3.134 0.353  0.077
94 H -1.543 5.144 0.400  0.119
95 H -3.033 5.586 1.226  0.255
96 H -1.899 6.890 -0.574  0.308
97 H -2.329 2.953 -1.478  0.206
98 C 7.195 1.837 -2.707  -0.506
99 C 6.807 0.677 -1.826  -0.205
100 O 7.935 0.303 -1.100  -0.539
101 O 7.877 1.482 -3.920  -0.536
102 H 7.720 2.706 -2.309  0.315
103 H 6.235 2.220 -3.054  0.265
104 H 6.487 -0.159 -2.448  0.237
105 H 6.067 0.910 -1.060  0.334
106 H 7.560 -0.436 -0.614  0.314
107 H 8.664 1.034 -3.602  0.319
108 C 1.688 -0.572 -6.516  -0.046
109 C 1.117 -0.267 -7.861  -0.358
110 O 1.935 0.610 -8.593  -0.543
111 O 3.092 -0.776 -6.533  -0.591
112 H 1.182 -1.309 -5.892  0.327
113 H 1.501 0.293 -5.880  0.084
114 H 0.118 0.165 -7.797  0.251
115 H 1.145 -1.281 -8.260  0.248
116 H 2.834 0.302 -8.461  0.326
117 H 3.470 -1.399 -5.907  0.289
118 C -1.426 -7.262 1.025  -0.509
119 C -0.321 -8.353 1.004  -0.307
120 O 0.786 -8.069 0.201  -0.522
121 O -1.980 -6.962 -0.312  -0.487
122 H -1.010 -6.386 1.523  0.283
123 H -2.225 -7.751 1.582  0.309
124 H -0.936 -9.171 0.627  0.257
125 H 0.032 -8.794 1.936  0.357
126 H 1.501 -8.686 0.369  0.300
127 H -1.414 -6.223 -0.546  0.313
128 C -2.485 -4.119 7.380  -0.254
129 C -3.851 -3.843 7.964  -0.378
130 O -4.399 -2.558 7.544  -0.555
131 O -1.918 -5.176 8.193  -0.526
132 H -1.910 -3.197 7.473  0.262
133 H -2.554 -4.405 6.331  0.235
134 H -3.961 -3.719 9.042  0.329
135 H -4.583 -4.613 7.725  0.281
136 H -5.135 -2.281 8.094  0.296
137 H -1.000 -5.233 7.915  0.308

Cartesian forces (eV/Å) of the 3 atoms listed first:
C 0.741 -0.732 -1.214
F -0.208 0.003 0.179
F -0.106 0.411 0.376

=====

For each record above, in turn, the calculated HOMO values are -9.7, -6.6 eV.
For each record above, in turn, the calculated energy relative to the best compared isomer or geometry (same formula, charge and spin) values are 0.0, 193.4 kcal/mol.
For each record above, in turn, the calculated LUMO level values are 0.272, 1.329 eV.